*i*
{"formula": "C5H8S3", "method": "ωB97M-V with the def2-TZVPD basis set", "homo_energy_ev": -8.6, "smiles": "C=C(CSC=S)SC", "orbital_gap_ev": 8.183, "symbols": ["C", "C", "C", "C", "C", "H", "H", "H", "H", "H", "H", "H", "H", "S", "S", "S"], "xyz": [[-1.408, 1.385, 1.299], [-0.972, -0.951, -0.223], [-1.161, -2.230, -0.254], [0.531, -0.386, -0.199], [2.484, 0.795, -1.531], [-2.231, 2.037, 1.943], [-0.756, 0.814, 2.057], [-0.788, 2.368, 0.704], [-0.296, -2.983, -0.498], [-2.035, -2.660, 0.210], [1.314, -1.293, 0.157], [0.334, 0.278, 0.817], [2.728, 0.522, -0.566], [-2.311, 0.282, 0.241], [0.844, 0.397, -1.752], [3.722, 1.625, -2.406]], "lowdin_charge": [-0.542, -0.665, -0.060, -0.543, -1.011, 0.085, 0.046, 0.129, 0.113, 0.055, 0.157, 0.078, -0.046, 0.797, 0.901, 0.505]}

=====

*ii*
{"formula": "C5H8S3", "method": "ωB97M-V with the def2-TZVPD basis set", "homo_energy_ev": -8.7, "smiles": "CC(=S)SCCC=S", "orbital_gap_ev": 8.431, "symbols": ["C", "C", "C", "C", "C", "H", "H", "H", "H", "H", "H", "H", "H", "S", "S", "S"], "xyz": [[3.154, -0.233, 0.483], [1.801, 0.170, -0.004], [-0.816, -0.528, -0.798], [-1.650, -0.037, 0.433], [-2.904, 0.589, -0.133], [3.345, -1.229, 0.137], [3.173, -0.205, 1.619], [3.920, 0.443, 0.191], [-0.697, 0.294, -1.507], [-1.342, -1.327, -1.258], [-1.968, -0.804, 1.111], [-1.025, 0.695, 0.872], [-2.759, 1.519, -0.714], [1.364, 1.729, -0.260], [0.782, -1.240, -0.275], [-4.378, 0.165, 0.103]], "lowdin_charge": [-0.207, -1.142, -0.485, -0.311, -0.751, 0.047, 0.115, 0.059, 0.061, 0.059, 0.092, 0.058, 0.064, 0.679, 0.920, 0.743]}

=====

Of them, the most stable is *ii* and the least stable is *i*.

=====

*i*
{"formula": "C24H31BClF4N3O7P2SW", "method": "ωB97M-V with the def2-TZVPD basis set", "homo_energy_ev": -7.4, "orbital_gap_ev": 6.586, "symbols": ["W", "O", "Cl", "O", "O", "O", "N", "C", "C", "C", "C", "C", "C", "S", "N", "C", "C", "C", "C", "C", "C", "N", "H", "H", "H", "H", "H", "H", "H", "H", "H", "F", "B", "F", "F", "F", "C", "H", "H", "C", "P", "C", "C", "C", "C", "C", "C", "C", "H", "H", "H", "H", "H", "H", "H", "H", "H", "H", "H", "C", "O", "P", "O", "C", "O", "C", "H", "H", "H", "H", "H", "H", "H", "H", "H"], "xyz": [[-0.230, -1.398, -0.264], [-3.373, -2.956, 0.316], [-3.784, -1.543, 0.374], [-3.596, -1.024, 1.725], [-0.700, -2.143, 1.155], [-2.793, -0.787, -0.534], [-1.371, 2.768, 0.817], [-1.554, 2.949, 2.211], [-2.007, 4.167, 2.678], [-2.173, 4.371, 4.043], [-1.874, 3.352, 4.930], [-1.424, 2.126, 4.452], [-1.270, 1.914, 3.091], [-0.780, 0.315, 2.554], [-0.604, 0.552, 0.858], [-0.969, 1.615, 0.247], [-0.957, 1.561, -1.263], [-1.191, 2.668, -2.045], [-1.311, 2.499, -3.424], [-1.191, 1.236, -3.950], [-0.879, 0.182, -3.099], [-0.744, 0.349, -1.790], [-1.738, 3.487, 0.221], [-2.232, 4.961, 1.975], [-2.536, 5.324, 4.403], [-1.990, 3.502, 5.994], [-1.202, 1.321, 5.144], [-1.255, 3.659, -1.620], [-1.485, 3.355, -4.062], [-1.293, 1.049, -5.010], [-0.669, -0.804, -3.484], [1.778, -1.118, -3.016], [2.357, 0.019, -2.433], [1.693, 0.237, -1.154], [3.709, -0.185, -2.187], [2.120, 1.148, -3.217], [1.109, -2.679, -0.572], [1.253, -3.494, 0.128], [1.825, -2.640, -1.390], [3.714, -1.365, 0.828], [2.223, -0.571, 1.510], [2.286, -1.147, 3.267], [2.730, 1.184, 1.642], [2.199, 2.031, 2.616], [2.460, 3.395, 2.602], [3.261, 3.940, 1.609], [3.810, 3.107, 0.643], [3.545, 1.746, 0.656], [3.787, -1.206, -0.246], [3.648, -2.438, 1.014], [4.603, -0.972, 1.323], [2.294, -0.301, 3.952], [3.184, -1.742, 3.441], [1.411, -1.759, 3.488], [1.577, 1.631, 3.406], [2.031, 4.028, 3.370], [3.461, 5.004, 1.590], [4.441, 3.518, -0.135], [3.963, 1.123, -0.125], [-0.518, -4.088, -4.170], [-0.397, -3.099, -3.139], [-1.339, -3.100, -1.855], [-2.795, -3.110, -2.502], [-3.300, -2.059, -3.323], [-1.286, -4.590, -1.348], [-1.409, -5.069, 0.003], [-0.030, -3.680, -5.052], [-1.563, -4.308, -4.385], [-0.012, -5.000, -3.858], [-2.686, -1.944, -4.220], [-3.343, -1.123, -2.770], [-4.303, -2.357, -3.618], [-2.429, -5.408, 0.162], [-1.179, -4.292, 0.724], [-0.710, -5.896, 0.098]], "lowdin_charge": [1.466, -0.498, 0.892, -0.483, -0.450, -0.614, 0.152, -0.219, -0.019, -0.080, -0.081, -0.091, -0.433, 1.023, -0.346, -0.316, -0.173, 0.021, -0.019, -0.010, -0.110, -0.004, 0.126, 0.116, 0.105, 0.106, 0.113, 0.115, 0.119, 0.121, 0.098, 0.101, -1.258, -0.014, 0.129, 0.133, -0.276, 0.022, 0.025, -0.259, 0.898, -0.259, -0.357, -0.125, -0.090, -0.095, -0.074, -0.087, 0.024, 0.044, 0.057, 0.025, 0.038, 0.024, 0.066, 0.102, 0.098, 0.106, 0.092, -0.071, -0.330, 0.661, -0.284, -0.100, -0.258, -0.085, 0.095, 0.087, 0.092, 0.083, 0.063, 0.097, 0.091, 0.050, 0.093]}

=====

*ii*
{"formula": "C24H31BClF4N3O7P2SW", "method": "ωB97M-V with the def2-TZVPD basis set", "homo_energy_ev": [-6.4, -6.4], "orbital_gap_ev": [5.309, 5.312], "symbols": ["W", "O", "Cl", "O", "O", "O", "N", "C", "C", "C", "C", "C", "C", "S", "N", "C", "C", "C", "C", "C", "C", "N", "H", "H", "H", "H", "H", "H", "H", "H", "H", "F", "B", "F", "F", "F", "C", "H", "H", "C", "P", "C", "C", "C", "C", "C", "C", "C", "H", "H", "H", "H", "H", "H", "H", "H", "H", "H", "H", "C", "O", "P", "O", "C", "O", "C", "H", "H", "H", "H", "H", "H", "H", "H", "H"], "xyz": [[0.042, -0.609, -0.212], [0.524, -3.530, -1.376], [0.785, -2.825, -2.623], [-0.393, -2.780, -3.469], [1.041, -1.342, -2.184], [-1.281, -1.370, -0.900], [0.663, -2.853, 3.294], [-0.394, -2.631, 4.227], [0.042, -2.357, 5.530], [-0.857, -2.075, 6.526], [-2.223, -2.058, 6.195], [-2.643, -2.358, 4.928], [-1.759, -2.718, 3.866], [-2.367, -3.276, 2.372], [-0.159, -1.680, 1.476], [0.764, -2.419, 2.054], [1.989, -2.628, 1.266], [2.977, -3.552, 1.550], [4.140, -3.508, 0.795], [4.263, -2.557, -0.201], [3.206, -1.696, -0.454], [2.088, -1.740, 0.266], [1.508, -3.225, 3.702], [1.108, -2.343, 5.735], [-0.524, -1.856, 7.530], [-2.955, -1.822, 6.958], [-3.699, -2.380, 4.690], [2.841, -4.299, 2.320], [4.938, -4.211, 0.990], [5.161, -2.483, -0.798], [3.235, -0.956, -1.240], [2.166, 1.639, 2.695], [2.000, 2.011, 1.381], [1.635, 0.728, 0.657], [0.914, 2.859, 1.207], [3.144, 2.471, 0.781], [-0.613, -0.419, 1.853], [-1.653, -0.331, 2.128], [0.087, 0.158, 2.458], [-3.412, 0.100, 0.267], [-1.919, 1.041, -0.182], [-2.012, 2.444, 0.949], [-2.357, 1.624, -1.846], [-2.639, 2.967, -2.094], [-2.998, 3.388, -3.366], [-3.091, 2.468, -4.398], [-2.835, 1.126, -4.154], [-2.468, 0.701, -2.888], [-3.506, -0.786, -0.354], [-4.263, 0.762, 0.095], [-3.421, -0.222, 1.305], [-3.002, 2.893, 0.854], [-1.230, 3.180, 0.808], [-1.906, 2.047, 1.959], [-2.591, 3.695, -1.296], [-3.210, 4.434, -3.545], [-3.370, 2.795, -5.392], [-2.916, 0.402, -4.955], [-2.261, -0.348, -2.719], [3.785, 1.808, -2.553], [2.715, 0.922, -2.186], [1.190, 1.397, -2.073], [0.648, 1.521, -3.575], [0.606, 0.443, -4.525], [1.447, 2.933, -1.759], [0.499, 3.972, -1.569], [4.655, 1.179, -2.722], [3.976, 2.506, -1.742], [3.543, 2.351, -3.467], [-0.166, -0.276, -4.263], [1.569, -0.064, -4.558], [0.389, 0.902, -5.486], [0.978, 4.722, -0.947], [-0.383, 3.605, -1.061], [0.216, 4.391, -2.535]], "lowdin_charge": [1.571, -0.449, 0.918, -0.434, -0.687, -0.409, 0.179, -0.254, -0.055, -0.106, -0.102, -0.135, -0.720, 0.563, -0.190, -0.266, -0.169, 0.019, -0.028, -0.014, -0.086, 0.010, 0.146, 0.108, 0.095, 0.099, 0.089, 0.122, 0.117, 0.115, 0.097, 0.158, -1.221, -0.117, 0.133, 0.170, -0.237, 0.038, 0.097, -0.205, 0.877, -0.212, -0.360, -0.106, -0.070, -0.067, -0.069, -0.092, 0.054, 0.066, 0.039, 0.063, 0.030, 0.062, 0.096, 0.108, 0.107, 0.115, 0.095, -0.070, -0.343, 0.747, -0.292, -0.097, -0.289, -0.079, 0.091, 0.084, 0.091, 0.053, 0.085, 0.093, 0.103, 0.033, 0.097]}

=====

Of them, the most stable is *ii* and the least stable is *i*.

=====

*i*
{"formula": "C2H4N2O3", "method": "ωB97M-V with the def2-TZVPD basis set", "homo_energy_ev": -9.6, "smiles": "N/N=C(\\O)C(=O)O", "orbital_gap_ev": 9.917, "symbols": ["N", "C", "C", "N", "O", "O", "O", "H", "H", "H", "H"], "xyz": [[-0.808, -0.600, 0.592], [1.020, -1.060, -0.914], [0.162, -0.150, -0.085], [-1.576, 0.298, 1.313], [2.037, -0.426, -1.508], [0.819, -2.231, -1.050], [0.516, 1.172, -0.158], [2.025, 0.522, -1.297], [-1.985, 1.051, 0.747], [-2.291, -0.225, 1.795], [0.081, 1.650, 0.566]], "lowdin_charge": [0.048, -0.471, -0.321, 0.010, 0.132, 0.144, 0.058, 0.109, 0.100, 0.085, 0.108]}

=====

*ii*
{"formula": "C2H4N2O3", "method": "ωB97M-V with the def2-TZVPD basis set", "homo_energy_ev": -9.8, "smiles": "NC(=O)O/C=N\\O", "orbital_gap_ev": 10.304, "symbols": ["C", "C", "H", "H", "H", "H", "N", "N", "O", "O", "O"], "xyz": [[1.332, -0.173, -0.047], [-0.875, -0.846, 0.060], [3.015, 0.794, -0.069], [1.530, 1.861, 0.490], [-0.504, -1.814, 0.152], [-3.519, 0.499, -0.118], [2.014, 0.939, -0.055], [-2.123, -0.733, 0.062], [1.756, -1.318, -0.189], [-0.032, 0.192, -0.071], [-2.592, 0.598, -0.213]], "lowdin_charge": [-0.601, -0.223, 0.118, 0.235, 0.117, 0.060, 0.162, 0.037, 0.080, 0.059, -0.044]}

=====

*iii*
{"formula": "C2H4N2O3", "method": "ωB97M-V with the def2-TZVPD basis set", "homo_energy_ev": -9.1, "smiles": "O=CON/C=N\\O", "orbital_gap_ev": 9.643, "symbols": ["C", "C", "H", "H", "H", "H", "N", "N", "O", "O", "O"], "xyz": [[-0.363, -0.366, 1.377], [0.618, -0.175, -1.760], [0.465, 2.547, 0.694], [-0.423, -1.033, 2.345], [-0.424, -2.036, 0.140], [0.287, 0.235, -2.821], [-0.271, 0.833, 1.619], [-0.622, -1.008, 0.127], [-0.337, 1.704, 0.531], [-0.630, -0.468, -1.163], [1.700, -0.234, -1.089]], "lowdin_charge": [-0.227, -0.208, 0.236, 0.163, 0.151, 0.180, -0.069, -0.007, -0.154, -0.078, 0.014]}

=====

Of them, the most stable is *i* and the least stable is *iii*.